No. 1
This record from the Open Molecules 2025 dataset describes a cluster of 2 separate species, C4H11NO2S in total. The level of theory is wB97M-V/def2-TZVPD.

- highest occupied orbital energy (alpha / beta) (eV) = -0.2 / -3.6
- ΔE to the lowest compared entry with this formula, charge and spin (eV) = 0.916
- total charge = -1
- HOMO-LUMO gap (alpha / beta) (eV) = 3.62 / 6.95
- expectation value of S² = 0.753
- spin multiplicity = 2

The geometry in XYZ format:
```
19
C4H11NO2S, DFT wB97M-V/def2-TZVPD
C 2.144 -0.689 1.631
N 0.732 -0.769 1.188
C 0.267 0.453 0.456
C -0.709 -0.001 -0.692
S -0.500 0.979 -2.162
C -0.584 1.404 1.350
O -1.130 2.390 0.763
H 2.294 0.012 2.463
H 2.431 -1.708 1.987
H 2.604 -0.263 0.727
H 0.039 -0.785 1.938
H 1.179 1.032 0.174
H -0.499 -1.065 -0.895
H -1.727 -0.049 -0.330
H -1.192 2.049 -1.735
H -0.649 1.176 2.426
H -0.027 -3.426 -1.185
H 0.322 -3.055 0.252
O 0.064 -3.815 -0.310
```

=====

No. 2
This record from the Open Molecules 2025 dataset describes a cluster of 10 separate species, C13H33Cl6N7O14 in total. The level of theory is wB97M-V/def2-TZVPD.

- highest occupied orbital energy (eV) = -10.6
- ΔE to the lowest compared entry with this formula, charge and spin (eV) = 1.246
- SMILES = C[N+](=O)[O-].C[N+](=O)[O-].C[N+](=O)[O-].C[N+](=O)[O-].C[N+](=O)[O-].C[N+](=O)[O-].C[N+](=O)[O-].ClCCCl.ClCCCl.ClCCCl
- HOMO-LUMO gap (eV) = 9.78

The geometry in XYZ format:
```
73
C13H33Cl6N7O14, DFT wB97M-V/def2-TZVPD
C -3.715 0.451 1.268
N -5.175 0.291 1.528
O -5.656 0.931 2.433
O -5.796 -0.485 0.843
H -3.340 -0.528 0.997
H -3.320 0.724 2.241
H -3.539 1.212 0.517
C 1.532 3.347 -2.428
N 0.426 2.370 -2.363
O -0.515 2.645 -1.645
O 0.495 1.350 -3.013
H 2.450 2.910 -2.055
H 1.167 4.243 -1.951
H 1.683 3.516 -3.497
C 0.550 4.198 1.217
N 1.962 3.720 1.303
O 2.342 2.937 0.460
O 2.645 4.134 2.211
H -0.049 3.298 1.092
H 0.535 4.825 0.331
H 0.283 4.743 2.112
C 2.724 1.990 2.873
N 3.071 0.541 2.974
O 4.138 0.248 3.436
O 2.253 -0.209 2.491
H 1.652 2.099 2.960
H 3.063 2.252 1.871
H 3.243 2.610 3.595
C 0.585 -0.305 -0.382
N -0.292 0.038 0.749
O -0.985 -0.828 1.233
O -0.259 1.184 1.159
H 1.481 -0.773 0.024
H 0.898 0.608 -0.876
H 0.093 -0.963 -1.091
C 1.433 -3.693 1.439
N 0.592 -4.796 2.012
O 0.826 -5.930 1.639
O -0.280 -4.494 2.813
H 2.412 -4.084 1.737
H 1.315 -2.760 1.981
H 1.331 -3.610 0.365
C -1.018 1.881 4.561
N 0.312 1.869 5.224
O 0.651 2.841 5.855
O 0.989 0.878 5.033
H -1.147 0.962 4.001
H -1.095 2.755 3.922
H -1.792 1.904 5.327
Cl -1.675 0.164 -6.041
C -2.523 0.416 -4.462
C -2.046 -0.680 -3.492
Cl -2.995 -0.590 -2.002
H -3.597 0.301 -4.572
H -2.295 1.415 -4.102
H -0.973 -0.632 -3.345
H -2.323 -1.594 -4.015
Cl -3.632 -5.895 -1.216
C -3.052 -4.901 0.133
C -2.023 -3.830 -0.292
Cl -0.762 -4.463 -1.364
H -2.607 -5.518 0.907
H -3.896 -4.356 0.555
H -1.516 -3.637 0.655
H -2.402 -2.909 -0.710
Cl 4.344 0.525 -5.817
C 3.865 -0.208 -4.279
C 2.958 -1.394 -4.513
Cl 2.151 -1.883 -2.989
H 3.399 0.611 -3.740
H 4.784 -0.524 -3.792
H 3.515 -2.269 -4.831
H 2.142 -1.196 -5.201
```

=====

No. 3
This record from the Open Molecules 2025 dataset describes the molecule C20H27FN4OS. The level of theory is wB97M-V/def2-TZVPD.

- highest occupied orbital energy (eV) = -8.3
- ΔE to the lowest compared entry with this formula, charge and spin (eV) = 0.000
- SMILES = COc1ccc(-c2[nH]ncc2CN2CCC(N3CCSCC3)CC2)c(F)c1
- HOMO-LUMO gap (eV) = 8.95

The geometry in XYZ format:
```
54
C20H27FN4OS, DFT wB97M-V/def2-TZVPD
C 4.271 -2.855 -6.242
O 4.063 -2.319 -4.955
C 2.804 -1.983 -4.588
C 2.653 -1.454 -3.303
C 1.414 -1.086 -2.833
C 0.262 -1.228 -3.612
C -1.053 -0.853 -3.116
N -1.991 -0.275 -3.913
N -3.115 -0.002 -3.268
C -2.929 -0.420 -2.033
C -1.646 -0.969 -1.864
C -1.134 -1.592 -0.607
N -1.167 -0.646 0.497
C -0.915 -1.283 1.773
C -1.169 -0.298 2.910
C -0.254 0.924 2.749
N -0.342 1.925 3.801
C -1.675 2.421 4.088
C -1.598 3.776 4.777
S -0.847 3.614 6.423
C 0.674 2.812 5.836
C 0.348 1.567 5.025
C -0.511 1.531 1.369
C -0.268 0.473 0.298
C 0.447 -1.739 -4.894
F -0.622 -1.889 -5.715
C 1.678 -2.119 -5.392
H 3.722 -3.792 -6.379
H 3.983 -2.145 -7.023
H 5.339 -3.051 -6.309
H 3.534 -1.337 -2.693
H 1.325 -0.657 -1.849
H -1.909 -0.066 -4.896
H -3.697 -0.318 -1.294
H -1.800 -2.420 -0.339
H -0.126 -2.012 -0.769
H -1.592 -2.137 1.871
H 0.123 -1.663 1.839
H -2.212 0.016 2.874
H -0.984 -0.791 3.867
H 0.787 0.574 2.761
H -2.218 2.543 3.150
H -2.243 1.729 4.735
H -2.591 4.193 4.931
H -0.990 4.469 4.196
H 1.253 2.560 6.723
H 1.220 3.533 5.228
H 1.287 1.070 4.765
H -0.245 0.878 5.653
H -1.544 1.868 1.285
H 0.148 2.386 1.212
H -0.464 0.898 -0.690
H 0.792 0.151 0.336
H 1.723 -2.511 -6.395
```

=====

Look up the ΔE to the lowest compared entry with this formula, charge and spin of the second one.
1.246 eV

=====

The highest ΔE to the lowest compared entry with this formula, charge and spin belongs to which entry?
C13H33Cl6N7O14

=====

What is the formula in the third record?
C20H27FN4OS

=====

The lowest ΔE to the lowest compared entry with this formula, charge and spin belongs to which entry?
C20H27FN4OS